one | Molecular formula: C4H6N4O2
Method: DFT, ωB97M-V with the def2-TZVPD basis set

Output
Lowest unoccupied orbital energy ... 0.0696 eV
E_HOMO ... -9.101 eV
Gap between HOMO and LUMO ... 0.3370 Eh

```
! RIJCOSX wB97M-V def2-TZVPD def2/J DEFGRID3
* xyz 0 1
C 1.978 1.283 -0.307
C -0.955 -0.526 0.067
C 1.929 -0.105 0.225
C -1.916 0.467 0.370
N 1.928 2.399 -0.571
N -0.549 -1.590 -0.137
N 0.296 -2.465 -0.235
N -1.682 1.923 -0.130
O 1.819 -0.358 1.388
O 2.281 -0.879 -0.717
H -2.921 0.078 0.080
H -1.943 0.698 1.427
H -0.078 -3.366 -0.424
H 1.938 -1.836 -0.476
H -1.216 1.988 -1.054
H -0.911 2.289 0.492
*
```

Atom charges from the natural (NBO) analysis, given in e for atoms 1 to 4: C 0.1658; C 0.2748; C 0.7029; C -0.3339

---

two | Molecular formula: C4H6N4O2
Method: DFT, ωB97M-V with the def2-TZVPD basis set

Output
Lowest unoccupied orbital energy ... 0.4653 eV
E_HOMO ... -9.200 eV
Structure (SMILES) ... [H]/N=c1\ncnc[nH]1.O=CO
Gap between HOMO and LUMO ... 0.3552 Eh

```
! RIJCOSX wB97M-V def2-TZVPD def2/J DEFGRID3
* xyz 0 1
H -1.946 0.157 -1.108
N -0.955 0.161 -1.031
C -0.477 -0.645 -0.194
N -1.222 -1.718 0.457
C -0.632 -2.419 1.310
N 0.605 -2.235 1.709
C 1.353 -1.399 1.147
N 0.903 -0.514 0.193
H -1.173 -3.145 1.862
H 2.317 -1.171 1.603
H 1.301 0.170 -0.313
O 1.092 1.824 -1.007
C 0.026 2.296 -0.807
O -0.587 3.076 -1.606
H -0.486 2.199 0.157
H -0.118 3.365 -2.373
*
```

Atom charges from the natural (NBO) analysis, given in e for atoms 1 to 4: H 0.3707; N -0.7486; C 0.5568; N -0.4893

---

Preferred: two; penalty for the next structure: 290.9 kJ/mol.

---

one | Molecular formula: C4H3FN2O
Method: DFT, ωB97M-V with the def2-TZVPD basis set

Output
Lowest unoccupied orbital energy ... 0.5877 eV
E_HOMO ... -9.728 eV
Structure (SMILES) ... C=C(F)c1conn1
Gap between HOMO and LUMO ... 0.3791 Eh

```
! RIJCOSX wB97M-V def2-TZVPD def2/J DEFGRID3
* xyz 0 1
C 1.953 -0.906 -0.020
C 1.072 0.075 0.023
F 1.449 1.375 -0.084
C -0.457 0.029 0.099
C -1.289 1.067 0.032
O -2.508 0.747 0.035
N -2.470 -0.671 -0.072
N -1.242 -1.099 -0.086
H 3.068 -0.901 0.115
H 1.555 -1.918 0.097
H -1.131 2.200 -0.139
*
```

Atom charges from the natural (NBO) analysis, given in e for atoms 1 to 4: C -0.4804; C 0.3963; F -0.3358; C -0.0865

---

two | Molecular formula: C4H3FN2O
Method: DFT, ωB97M-V with the def2-TZVPD basis set

Output
Lowest unoccupied orbital energy (spin up / spin down) ... -2.0433 / -2.6431 eV
E_HOMO (spin up / spin down) ... -9.634 / -9.187 eV
Structure (SMILES) ... CC1=C(F)C(=O)N=N1
Gap between HOMO and LUMO (spin up / spin down) ... 0.2789 / 0.2405 Eh

```
! RIJCOSX wB97M-V def2-TZVPD def2/J DEFGRID3
* xyz 0 1
C -1.824 -0.044 -0.068
C -0.390 0.290 -0.107
C 0.853 -0.703 0.142
F 1.103 -1.924 0.336
C 2.003 0.227 0.096
O 3.130 -0.247 0.067
N 1.496 1.365 -0.287
N 0.238 1.460 -0.193
H -2.075 -0.614 0.903
H -2.098 -0.668 -0.872
H -2.437 0.856 -0.016
*
```

Atom charges from the natural (NBO) analysis, given in e for atoms 1 to 4: C -0.6721; C 0.1263; C 0.3884; F -0.2400

---

three | Molecular formula: C4H3FN2O
Method: DFT, ωB97M-V with the def2-TZVPD basis set

Output
Lowest unoccupied orbital energy (spin up / spin down) ... -0.9063 / -0.9078 eV
E_HOMO (spin up / spin down) ... -8.912 / -8.911 eV
Gap between HOMO and LUMO (spin up / spin down) ... 0.2942 / 0.2941 Eh

```
! RIJCOSX wB97M-V def2-TZVPD def2/J DEFGRID3
* xyz 0 1
C 0.756 -1.274 -0.221
C -0.830 0.675 -0.046
C 2.498 -0.143 1.197
C -1.866 1.501 -0.442
N 1.600 -0.864 0.661
N -0.361 -0.429 -0.536
O -1.696 2.434 -1.229
F 2.786 -0.192 2.428
H 0.832 -2.352 -0.548
H -2.806 1.440 0.041
H -0.913 -0.796 -1.305
*
```

Atom charges from the natural (NBO) analysis, given in e for atoms 1 to 4: C 0.1959; C 0.1454; C 0.4950; C 0.2233

---

Preferred: one; penalty for the next structure: 165.9 kJ/mol.

---

one | Molecular formula: C4H10ClN2
Method: DFT, ωB97M-V with the def2-TZVPD basis set

Output
Lowest unoccupied orbital energy ... -3.7869 eV
E_HOMO ... -13.373 eV
Gap between HOMO and LUMO ... 0.3523 Eh

```
! RIJCOSX wB97M-V def2-TZVPD def2/J DEFGRID3
* xyz 1 1
C -1.121 -0.925 2.383
C 2.246 1.179 -1.920
C 0.872 0.587 -1.735
C -0.322 0.931 -1.224
N -2.290 -0.616 1.841
N -0.108 -1.281 1.593
Cl -1.620 -0.318 -1.208
H 2.658 1.083 -2.946
H 2.215 2.298 -1.719
H 3.093 0.830 -1.301
H -1.105 -1.035 3.477
H 0.887 -0.469 -2.181
H -0.599 1.752 -0.656
H -3.138 -0.810 2.381
H -2.377 -0.533 0.740
H 0.829 -1.418 1.852
H -0.119 -1.253 0.622
*
```

Atom charges from the natural (NBO) analysis, given in e for atoms 1 to 4: C 0.3986; C -0.6750; C -0.1559; C -0.2086

---

two | Molecular formula: C4H10ClN2
Method: DFT, ωB97M-V with the def2-TZVPD basis set

Output
Lowest unoccupied orbital energy ... -2.9566 eV
E_HOMO ... -13.513 eV
Gap between HOMO and LUMO ... 0.3879 Eh

```
! RIJCOSX wB97M-V def2-TZVPD def2/J DEFGRID3
* xyz 1 1
C -1.450 -0.446 0.797
C -2.455 0.551 0.985
C 1.918 2.356 -1.306
C 1.360 1.559 -0.406
N -0.669 -1.089 0.288
N 1.389 -2.476 -0.220
Cl 2.487 0.372 0.370
H -2.603 1.082 -0.005
H -3.415 0.207 1.439
H -2.033 1.266 1.715
H 3.021 2.414 -1.366
H 1.404 3.019 -1.956
H 0.294 1.289 -0.223
H 0.382 -2.164 -0.089
H 1.999 -3.136 0.318
H 1.760 -2.489 -1.216
H 1.862 -1.617 0.163
*
```

Atom charges from the natural (NBO) analysis, given in e for atoms 1 to 4: C 0.4657; C -0.7592; C -0.3593; C -0.1922

---

three | Molecular formula: C4H10ClN2
Method: DFT, ωB97M-V with the def2-TZVPD basis set

Output
Lowest unoccupied orbital energy (spin up / spin down) ... -5.4114 / -4.7513 eV
E_HOMO (spin up / spin down) ... -13.223 / -13.621 eV
Gap between HOMO and LUMO (spin up / spin down) ... 0.2871 / 0.3260 Eh

```
! RIJCOSX wB97M-V def2-TZVPD def2/J DEFGRID3
* xyz 1 1
C 0.610 -0.654 1.065
C 1.073 0.210 -0.117
C -0.662 0.074 1.741
C -0.684 0.425 -2.008
N 0.223 -1.958 0.761
N 0.119 1.007 -0.922
Cl 1.344 -3.070 0.986
H 1.468 -0.721 1.732
H 1.956 -0.076 -0.723
H -0.671 1.124 1.745
H -0.826 -0.276 2.767
H -1.452 -0.357 1.084
H -1.625 0.023 -1.541
H -0.968 1.263 -2.568
H -0.164 -0.183 -2.618
H -0.442 1.429 -0.119
H 0.700 1.739 -1.262
*
```

Atom charges from the natural (NBO) analysis, given in e for atoms 1 to 4: C -0.2043; C 0.1070; C -0.6300; C -0.4001

---

Preferred: one; penalty for the next structure: 47.3 kJ/mol.

---

one | Molecular formula: C2H8NO2
Method: DFT, ωB97M-V with the def2-TZVPD basis set

Output
Lowest unoccupied orbital energy ... -3.9562 eV
E_HOMO ... -14.859 eV
Gap between HOMO and LUMO ... 0.4007 Eh

```
! RIJCOSX wB97M-V def2-TZVPD def2/J DEFGRID3
* xyz 1 1
C 0.054 -1.177 0.529
C -0.895 0.406 0.075
N -0.560 0.732 -1.332
O 1.355 -0.800 0.611
O -0.434 1.399 0.911
H -0.329 -1.434 1.543
H -0.089 -1.838 -0.330
H -1.877 0.171 0.251
H -1.396 0.517 -2.043
H 0.194 0.083 -1.677
H -0.123 1.664 -1.450
H 1.924 -1.490 0.989
H 0.523 1.361 0.927
*
```

Atom charges from the natural (NBO) analysis, given in e for atoms 1 to 4: C -0.0461; C 0.2182; N -0.7384; O -0.7512

---

two | Molecular formula: C2H8NO2
Method: DFT, ωB97M-V with the def2-TZVPD basis set

Output
Lowest unoccupied orbital energy ... -3.6814 eV
E_HOMO ... -15.114 eV
Gap between HOMO and LUMO ... 0.4201 Eh

```
! RIJCOSX wB97M-V def2-TZVPD def2/J DEFGRID3
* xyz 1 1
O -0.977 -1.128 1.080
C -0.705 -0.126 1.681
C -0.175 1.085 0.958
N 0.239 0.694 -0.391
H -0.806 -0.046 2.777
H -0.911 1.895 0.962
H 0.615 1.533 1.556
H 0.164 1.415 -1.110
H 1.225 0.435 -0.442
H -0.307 -0.114 -0.737
H 0.132 -1.901 -2.767
H 0.943 -2.256 -1.561
O 0.563 -1.486 -2.004
*
```

Atom charges from the natural (NBO) analysis, given in e for atoms 1 to 4: O -0.4832; C 0.4205; C -0.3610; N -0.6803

---

three | Molecular formula: C2H8NO2
Method: DFT, ωB97M-V with the def2-TZVPD basis set

Output
Lowest unoccupied orbital energy ... -4.0595 eV
E_HOMO ... -16.703 eV
Gap between HOMO and LUMO ... 0.4646 Eh

```
! RIJCOSX wB97M-V def2-TZVPD def2/J DEFGRID3
* xyz 1 1
C -1.078 1.320 1.637
C 0.914 -0.829 -0.484
N 2.136 -1.499 -1.260
O -0.040 -1.490 -0.311
O 1.235 0.385 -0.227
H -1.458 0.688 0.870
H -1.180 2.428 1.537
H -0.043 0.992 1.843
H 2.853 -1.213 -0.760
H 2.238 -1.289 -2.256
H 1.959 -2.512 -1.063
H -1.406 0.961 2.598
H 0.555 0.807 0.377
*
```

Atom charges from the natural (NBO) analysis, given in e for atoms 1 to 4: C -0.8749; C 0.9153; N -0.7502; O -0.4696

---

Preferred: two; penalty for the next structure: 67.9 kJ/mol.